{
  "formula": "C2H14NO3",
  "method": "wB97M-V/def2-TZVPD",
  "spin_multiplicity": 1,
  "charge": 1,
  "e_above_lowest_kcal_mol": 58.7,
  "orbital_gap_ev": 12.00,
  "homo_energy_ev": -14.90,
  "lumo_energy_ev": -2.90,
  "elements": ["C", "N", "C", "H", "H", "H", "H", "H", "H", "H", "H", "H", "H", "O", "H", "H", "O", "H", "H", "O"],
  "positions_angstrom": [[1.0378, 0.4941, -0.6499], [0.3875, -0.8968, 0.0276], [-0.2214, -1.9601, -0.7415], [0.5948, 0.1858, -1.7163], [2.1561, 0.2959, -0.4987], [0.4730, 1.3659, -0.2164], [1.2123, -1.3011, 0.4942], [-0.3990, -0.6084, 0.6599], [0.5744, -2.6835, -0.9237], [-0.9365, -2.3331, 0.0148], [-0.8724, -1.6439, -1.5604], [-1.5101, -0.8912, 2.7755], [-0.6257, 0.0817, 3.1655], [-0.7539, -0.4246, 2.3453], [1.4667, 2.4213, 2.5872], [1.7096, 2.5949, 1.1381], [1.3198, 2.0243, 1.7712], [-1.4282, 1.7459, -2.9009], [-2.2637, 0.5387, -3.2557], [-1.9211, 0.9940, -2.5158]],
  "lowdin_charge": [0.063, -0.079, -0.042, 0.111, 0.113, 0.082, 0.159, 0.100, 0.110, 0.111, 0.100, 0.095, 0.079, -0.056, 0.019, 0.029, -0.019, 0.061, 0.016, -0.052]
}

{
  "formula": "C26H48O2P2W",
  "method": "wB97M-V/def2-TZVPD",
  "spin_multiplicity": 3,
  "s_squared": 2.03,
  "charge": 2,
  "e_above_lowest_kcal_mol": 0.0,
  "orbital_gap_ev": [5.68, 6.05],
  "homo_energy_ev": [-14.22, -14.22],
  "lumo_energy_ev": [-8.55, -8.17],
  "elements": ["W", "C", "C", "C", "C", "C", "C", "H", "H", "H", "C", "H", "H", "H", "C", "H", "H", "H", "C", "H", "H", "H", "C", "H", "H", "H", "C", "C", "C", "C", "C", "C", "C", "C", "H", "H", "H", "H", "H", "H", "H", "H", "H", "H", "H", "H", "P", "C", "H", "H", "H", "C", "H", "H", "H", "C", "H", "H", "H", "P", "C", "H", "H", "H", "C", "H", "H", "H", "C", "H", "H", "H", "C", "C", "O", "O", "H", "H", "H"],
  "positions_angstrom": [[0.5507, -0.0162, 0.0959], [1.8726, 1.3836, -0.9172], [0.7336, 2.1464, -0.3988], [1.8781, 1.1795, 1.4004], [2.6086, 0.8653, 0.2021], [0.7407, 2.0086, 1.0511], [2.3924, 1.5134, -2.3404], [1.6035, 1.6042, -3.1182], [3.0450, 0.6825, -2.6729], [3.0148, 2.4322, -2.4529], [4.0029, 0.3514, 0.1639], [4.3981, 0.1851, -0.8522], [4.1272, -0.5988, 0.7161], [4.6992, 1.0666, 0.6430], [2.3796, 0.9816, 2.8055], [2.9177, 1.8790, 3.1848], [3.0992, 0.1463, 2.8901], [1.5911, 0.7745, 3.5610], [0.1477, 2.9544, 2.0639], [0.8069, 3.8496, 2.1250], [0.1297, 2.5574, 3.0989], [-0.8673, 3.3600, 1.8752], [0.2586, 3.3159, -1.1563], [1.1060, 4.0371, -1.2151], [-0.5606, 3.8684, -0.6808], [-0.0118, 3.1149, -2.2070], [-2.6958, -0.2560, -1.7724], [-2.1159, 0.7539, -2.4377], [-2.9101, 1.8229, -3.1422], [-3.5582, 2.8275, -2.1428], [-3.3056, 2.5135, -0.6842], [-3.9371, 1.5025, -0.0619], [-4.8879, 0.5798, -0.7726], [-4.1866, -0.4471, -1.7083], [-3.6996, 1.3629, -3.7630], [-4.6485, 2.7993, -2.3167], [-2.2525, 2.3651, -3.8517], [-4.6268, -0.3794, -2.7164], [-2.1551, -1.0000, -1.1573], [-1.0235, 0.9413, -2.4913], [-4.4021, -1.4721, -1.3515], [-5.5304, 0.0704, -0.0325], [-3.9338, 1.4346, 1.0402], [-5.5826, 1.1779, -1.3862], [-3.2713, 3.8673, -2.3831], [-2.7534, 3.2676, -0.0901], [1.1971, -1.9215, -1.5190], [2.9904, -2.2096, -1.6313], [3.1299, -3.0981, -2.2721], [3.4826, -2.4208, -0.6683], [3.5187, -1.3747, -2.1180], [0.5965, -3.6027, -1.2606], [1.1165, -4.2599, -1.9849], [-0.4855, -3.6991, -1.4405], [0.8187, -3.9780, -0.2442], [0.9069, -1.7306, -3.2992], [-0.1544, -1.8196, -3.5711], [1.4488, -2.5485, -3.8161], [1.2883, -0.7805, -3.7077], [-0.9053, -0.9979, 1.9993], [-1.4056, 0.2074, 3.2657], [-2.2802, -0.2224, 3.7869], [-1.6567, 1.2213, 2.9375], [-0.6065, 0.3202, 4.0311], [-2.1940, -2.2522, 1.7277], [-3.1793, -1.8216, 1.4952], [-2.3213, -2.8362, 2.6649], [-1.9340, -2.9896, 0.9420], [-0.1110, -1.9998, 3.2926], [-0.8425, -2.1130, 4.1091], [0.7790, -1.5101, 3.7042], [0.1530, -2.9959, 2.9261], [3.5955, -2.5790, 2.6637], [2.3989, -2.5544, 1.7882], [1.7566, -3.5811, 1.5285], [2.0507, -1.4096, 1.3744], [3.7492, -3.6064, 2.9547], [3.4296, -1.9826, 3.5605], [4.4818, -2.2285, 2.1374]],
  "lowdin_charge": [1.444, -0.339, -0.321, -0.315, -0.296, -0.288, -0.016, 0.092, 0.074, 0.121, 0.009, 0.089, 0.076, 0.127, 0.006, 0.125, 0.081, 0.085, -0.012, 0.125, 0.082, 0.096, -0.006, 0.131, 0.087, 0.092, -0.141, -0.136, -0.161, -0.159, -0.126, -0.127, -0.165, -0.162, 0.122, 0.116, 0.115, 0.122, 0.071, 0.080, 0.114, 0.117, 0.105, 0.117, 0.117, 0.095, 0.764, -0.222, 0.077, 0.056, 0.043, -0.235, 0.077, 0.059, 0.037, -0.245, 0.058, 0.075, 0.043, 0.795, -0.254, 0.077, 0.027, 0.061, -0.237, 0.051, 0.074, 0.061, -0.259, 0.080, 0.053, 0.055, 0.033, -0.726, 0.004, -0.227, 0.100, 0.093, 0.091]
}

{
  "formula": "C42H42IN8OsS3",
  "method": "wB97M-V/def2-TZVPD",
  "spin_multiplicity": 1,
  "charge": 3,
  "e_above_lowest_kcal_mol": 0.0,
  "orbital_gap_ev": 6.72,
  "homo_energy_ev": -15.68,
  "lumo_energy_ev": -8.96,
  "elements": ["Os", "N", "S", "N", "S", "N", "S", "N", "C", "C", "C", "C", "C", "C", "C", "C", "C", "C", "C", "C", "C", "C", "C", "C", "C", "C", "C", "C", "C", "C", "C", "C", "C", "C", "C", "C", "C", "C", "C", "C", "C", "C", "C", "C", "H", "H", "H", "H", "H", "H", "H", "H", "H", "H", "H", "H", "H", "H", "H", "H", "H", "H", "H", "H", "H", "H", "H", "H", "H", "H", "H", "H", "H", "H", "C", "N", "C", "N", "C", "N", "C", "N", "C", "C", "H", "H", "H", "H", "H", "H", "H", "H", "H", "H", "H", "H", "I"],
  "positions_angstrom": [[-0.9931, -0.8385, 1.6868], [0.8356, -1.2640, 1.6156], [1.8621, -1.4694, 0.5058], [2.1573, -0.3526, -0.5843], [1.5748, 1.0568, -0.8298], [1.0178, 1.7875, 0.4382], [-0.5150, 1.9872, 0.8560], [-1.4393, 0.7200, 0.6944], [-0.3699, 2.5745, 2.5029], [0.7742, 2.3178, 3.2504], [0.7812, 2.7076, 4.5800], [-0.3355, 3.3192, 5.1364], [-1.4762, 3.5502, 4.3747], [-1.5065, 3.1732, 3.0443], [-1.2433, 3.2583, -0.1096], [-2.4536, 3.0388, -0.7527], [-2.9968, 4.0776, -1.4950], [-2.3327, 5.2934, -1.5845], [-1.1180, 5.4931, -0.9316], [-0.5608, 4.4718, -0.1848], [2.9314, 2.0201, -1.3816], [3.3363, 3.1317, -0.6566], [4.4248, 3.8538, -1.1249], [5.0764, 3.4595, -2.2846], [4.6546, 2.3375, -2.9943], [3.5725, 1.6037, -2.5475], [0.4280, 1.0178, -2.1621], [0.2363, 2.1778, -2.9086], [-0.7090, 2.1562, -3.9201], [-1.4376, 0.9983, -4.1702], [-1.2278, -0.1520, -3.4165], [-0.2852, -0.1490, -2.4015], [1.5120, -2.9373, -0.4131], [1.8810, -3.0415, -1.7508], [1.6637, -4.2464, -2.3992], [1.0932, -5.3166, -1.7181], [0.7398, -5.1970, -0.3792], [0.9530, -4.0016, 0.2892], [3.4082, -1.6867, 1.3131], [3.3987, -2.4363, 2.4871], [4.6056, -2.6898, 3.1130], [5.7884, -2.2019, 2.5684], [5.7751, -1.4562, 1.3974], [4.5782, -1.1907, 0.7516], [1.6344, 1.8345, 2.8069], [1.6621, 2.5338, 5.1825], [-0.3186, 3.6202, 6.1757], [-2.3390, 4.0294, 4.8161], [-2.3865, 3.3553, 2.4408], [-2.9532, 2.0830, -0.6689], [-3.9446, 3.9384, -1.9975], [-2.7664, 6.0993, -2.1622], [-0.6147, 6.4484, -0.9984], [0.3731, 4.6206, 0.3450], [2.8236, 3.4215, 0.2503], [4.7619, 4.7256, -0.5809], [5.9223, 4.0307, -2.6438], [5.1675, 2.0418, -3.8993], [3.2289, 0.7355, -3.0978], [0.8119, 3.0736, -2.7114], [-0.8666, 3.0401, -4.5235], [-2.1649, 0.9870, -4.9718], [-1.7899, -1.0527, -3.6290], [-0.0937, -1.0434, -1.8255], [2.3319, -2.2074, -2.2702], [1.9482, -4.3545, -3.4372], [0.9339, -6.2549, -2.2330], [0.3129, -6.0401, 0.1480], [0.7065, -3.8983, 1.3404], [2.4712, -2.7981, 2.9112], [4.6243, -3.2646, 4.0287], [6.7289, -2.4051, 3.0631], [6.7002, -1.0802, 0.9826], [4.5591, -0.6155, -0.1634], [-2.4989, -1.8920, -0.6110], [-3.6042, -2.5805, -1.2108], [-3.6866, -3.9391, -0.6550], [-3.8829, -3.8951, 0.7938], [-2.7806, -3.2264, 1.4182], [-2.6348, -1.8017, 0.8976], [-3.9750, -1.0967, 1.1791], [-5.0507, -1.8033, 0.5591], [-4.8468, -1.8635, -0.8883], [-5.1234, -3.1692, 1.0905], [-2.4301, -0.8716, -0.9837], [-1.5648, -2.4288, -0.8119], [-2.7646, -4.4783, -0.8820], [-4.5207, -4.4652, -1.1158], [-1.8428, -3.7458, 1.1995], [-2.9253, -3.1646, 2.4973], [-3.8891, -0.0870, 0.7816], [-4.1023, -1.0661, 2.2608], [-4.7953, -0.8505, -1.2920], [-5.6863, -2.3809, -1.3488], [-5.9630, -3.6889, 0.6331], [-5.2780, -3.1351, 2.1691], [-1.6785, -0.9294, 4.1381]],
  "lowdin_charge": [0.961, -0.456, 0.856, -0.356, 0.938, -0.360, 0.872, -0.407, -0.360, -0.070, -0.035, -0.018, -0.028, -0.053, -0.352, -0.055, -0.032, -0.017, -0.026, -0.053, -0.336, -0.044, -0.027, -0.014, -0.024, -0.053, -0.323, -0.046, -0.025, -0.012, -0.033, -0.076, -0.329, -0.057, -0.027, -0.019, -0.037, -0.080, -0.313, -0.054, -0.028, -0.019, -0.032, -0.046, 0.108, 0.126, 0.129, 0.129, 0.127, 0.102, 0.126, 0.129, 0.128, 0.123, 0.107, 0.127, 0.130, 0.129, 0.127, 0.130, 0.130, 0.129, 0.126, 0.080, 0.112, 0.127, 0.129, 0.128, 0.106, 0.111, 0.127, 0.128, 0.125, 0.106, -0.201, -0.069, -0.129, -0.071, -0.182, -0.271, -0.177, -0.072, -0.128, -0.117, 0.089, 0.117, 0.133, 0.143, 0.117, 0.082, 0.111, 0.086, 0.135, 0.143, 0.144, 0.143, 0.440]
}

{
  "formula": "C17H15F13N3O2PS",
  "method": "wB97M-V/def2-TZVPD",
  "spin_multiplicity": 1,
  "charge": 0,
  "smiles": "C#C[C@]1(c2ccccn2)NC(=O)[C@@H](CCC(F)(F)C(F)(F)C(F)(F)C(F)(F)S(F)(F)(F)(F)F)[C@H]1P(N)O",
  "e_above_lowest_kcal_mol": 25.7,
  "orbital_gap_ev": 8.55,
  "homo_energy_ev": -8.38,
  "lumo_energy_ev": 0.16,
  "elements": ["C", "C", "C", "C", "C", "C", "C", "C", "N", "N", "C", "O", "C", "C", "C", "C", "F", "F", "C", "F", "F", "C", "F", "F", "C", "F", "F", "S", "F", "F", "F", "F", "F", "C", "P", "N", "O", "H", "H", "H", "H", "H", "H", "H", "H", "H", "H", "H", "H", "H", "H", "H"],
  "positions_angstrom": [[-1.1855, -1.9224, 3.5399], [-0.2084, -1.8157, 2.8238], [0.9734, -1.6372, 1.8788], [1.1051, -3.0393, 1.2986], [0.5345, -3.3314, 0.0770], [0.5616, -4.5755, -0.5120], [1.2112, -5.5556, 0.2445], [1.7581, -5.1562, 1.4425], [1.7319, -3.9655, 1.9988], [2.0326, -1.1700, 2.8282], [1.5746, 0.1625, 3.1364], [1.8333, 0.8054, 4.1149], [0.6058, 0.6668, 2.0090], [0.8009, 2.1427, 1.5348], [-0.5036, 2.9529, 1.4562], [-1.4303, 2.6045, 0.2811], [-1.8063, 1.2894, 0.4240], [-2.5665, 3.3227, 0.4450], [-0.7861, 2.7216, -1.1372], [0.2148, 3.6357, -1.0318], [-0.1577, 1.5665, -1.3943], [-1.6620, 3.2259, -2.3147], [-0.8372, 3.4708, -3.3462], [-2.0721, 4.4643, -1.9603], [-2.9441, 2.4297, -2.7005], [-3.8495, 3.3367, -3.0877], [-3.5284, 1.8265, -1.6776], [-2.8175, 1.1857, -4.1220], [-2.4991, 2.3267, -5.1699], [-1.2994, 0.8584, -3.8315], [-3.2691, -0.0146, -3.1611], [-4.3798, 1.4106, -4.4254], [-2.7773, 0.1427, -5.3201], [0.9236, -0.4106, 0.9316], [2.7304, -0.0912, 0.4660], [3.4424, -1.5798, -0.0458], [2.7384, 0.8711, -0.9224], [-1.9942, -2.2013, 4.1801], [0.0138, -2.5297, -0.4506], [0.1174, -4.7820, -1.4801], [1.2664, -6.5802, -0.1130], [2.2547, -5.9397, 2.0250], [1.9535, -1.6736, 3.7102], [-0.4373, 0.6882, 2.3455], [1.3943, 2.2311, 0.6215], [1.4067, 2.6158, 2.3278], [-1.1151, 2.8598, 2.3617], [-0.2600, 4.0182, 1.3385], [0.2494, -0.4871, 0.0739], [4.4438, -1.4081, 0.0342], [3.2991, -1.6399, -1.0590], [3.2148, 1.6738, -0.6861]],
  "lowdin_charge": [0.160, -0.052, -0.402, -0.267, -0.038, -0.046, -0.062, -0.155, 0.146, 0.091, -0.448, 0.114, -0.224, -0.134, -0.061, -0.410, 0.093, 0.119, -0.338, 0.134, 0.149, -0.354, 0.155, 0.154, -0.424, 0.132, 0.157, 0.804, -0.114, -0.116, -0.140, -0.139, -0.120, -0.280, 0.932, -0.144, -0.316, 0.035, 0.113, 0.111, 0.104, 0.111, 0.141, 0.136, 0.077, 0.126, 0.143, 0.135, 0.107, 0.031, 0.042, 0.033]
}

{
  "formula": "C4H6FInO4",
  "method": "wB97M-V/def2-TZVPD",
  "spin_multiplicity": 2,
  "s_squared": 0.75,
  "charge": 1,
  "orbital_gap_ev": [6.62, 2.59],
  "homo_energy_ev": [-12.56, -12.45],
  "lumo_energy_ev": [-5.94, -9.86],
  "elements": ["C", "O", "H", "H", "H", "C", "O", "C", "C", "O", "O", "F", "H", "H", "H", "In"],
  "positions_angstrom": [[-1.3806, -0.1577, 2.3742], [-1.8377, -0.2506, 1.0469], [-0.3857, 0.3168, 2.4413], [-2.0986, 0.4550, 2.9338], [-1.3177, -1.1582, 2.8383], [1.6180, -0.0417, -1.7431], [1.1924, 0.7103, -0.6761], [-0.1640, 0.7937, -0.3776], [-0.8187, -0.5172, 0.0557], [0.9993, -1.0453, -2.0714], [2.6852, 0.4325, -2.2348], [-0.8333, 1.3030, -1.4793], [-0.2404, 1.5491, 0.4149], [-0.0553, -1.1794, 0.4975], [-1.3419, -0.9677, -0.7932], [3.9791, -0.2426, -3.2269]],
  "lowdin_charge": [-0.108, -0.173, 0.089, 0.099, 0.098, -0.656, 0.098, -0.296, -0.111, 0.136, -0.177, 0.058, 0.174, 0.140, 0.142, 1.488]
}

{
  "formula": "C18H21N3O3",
  "method": "wB97M-V/def2-TZVPD",
  "spin_multiplicity": 1,
  "charge": 0,
  "smiles": "Cc1cccc(OCC(=O)NCCCNC(=O)c2ccncc2)c1",
  "e_above_lowest_kcal_mol": 19.3,
  "orbital_gap_ev": 9.58,
  "homo_energy_ev": -9.02,
  "lumo_energy_ev": 0.56,
  "elements": ["C", "C", "C", "C", "C", "C", "O", "C", "C", "O", "N", "C", "C", "C", "N", "C", "O", "C", "C", "C", "N", "C", "C", "C", "H", "H", "H", "H", "H", "H", "H", "H", "H", "H", "H", "H", "H", "H", "H", "H", "H", "H", "H", "H", "H"],
  "positions_angstrom": [[3.0649, -4.8007, 0.5699], [1.8909, -4.2442, -0.1752], [0.9146, -5.0968, -0.6842], [-0.1672, -4.5871, -1.3728], [-0.3052, -3.2222, -1.5737], [0.6684, -2.3674, -1.0782], [0.6429, -0.9968, -1.2016], [-0.3209, -0.4180, -2.0469], [-1.7333, -0.3457, -1.4531], [-2.6841, -0.0094, -2.1275], [-1.8019, -0.6419, -0.1428], [-3.0387, -0.6381, 0.6033], [-3.0009, 0.3211, 1.7928], [-2.8788, 1.7922, 1.3807], [-1.5582, 2.1247, 0.8996], [-0.6657, 2.8044, 1.6557], [-0.9069, 3.2046, 2.7765], [0.6532, 3.0360, 0.9860], [1.2817, 4.2688, 1.1305], [2.5086, 4.4610, 0.5157], [3.1223, 3.5268, -0.1906], [2.5358, 2.3485, -0.3062], [1.3047, 2.0465, 0.2558], [1.7568, -2.8824, -0.3777], [3.6580, -5.4370, -0.0857], [3.7005, -4.0051, 0.9489], [2.7285, -5.4103, 1.4072], [1.0080, -6.1621, -0.5356], [-0.9230, -5.2535, -1.7609], [-1.1669, -2.8475, -2.1038], [0.0217, 0.6068, -2.2293], [-0.3736, -0.9264, -3.0165], [-0.9616, -0.9174, 0.3439], [-3.8220, -0.3443, -0.1002], [-3.2466, -1.6534, 0.9595], [-3.9240, 0.1955, 2.3592], [-2.1655, 0.0672, 2.4488], [-3.6139, 2.0257, 0.6060], [-3.0553, 2.4268, 2.2532], [-1.3195, 1.8589, -0.0414], [0.8113, 5.0467, 1.7109], [3.0299, 5.4061, 0.5922], [3.0781, 1.6081, -0.8797], [0.8903, 1.0565, 0.1457], [2.4951, -2.1904, -0.0015]],
  "lowdin_charge": [-0.047, -0.276, -0.058, -0.070, -0.023, -0.263, -0.080, -0.102, -0.507, 0.066, 0.077, -0.169, -0.155, -0.163, 0.075, -0.455, 0.077, -0.125, 0.005, -0.137, 0.059, -0.138, -0.012, 0.032, 0.085, 0.075, 0.083, 0.112, 0.107, 0.112, 0.137, 0.142, 0.144, 0.122, 0.124, 0.113, 0.118, 0.129, 0.120, 0.123, 0.118, 0.106, 0.107, 0.090, 0.123]
}